# 1
Computed, not measured: a structure of composition C46H43N5O8P2SY in a non-equilibrium geometry, with wB97M-V/def2-TZVPD.

The geometry in XYZ format:
```
106
Properties=species:S:1:pos:R:3
Y 0.823 0.415 -0.391
C 3.060 -3.086 1.661
C 3.524 -2.309 0.415
N 2.928 -1.250 -0.241
C 3.764 -0.869 -1.249
C 4.869 -1.679 -1.265
N 4.677 -2.554 -0.230
C 6.113 -1.817 -2.060
O 6.289 -0.968 -3.042
O 6.908 -2.694 -1.780
C 3.457 0.298 -2.182
O 4.296 0.553 -3.067
O 2.376 0.947 -2.027
H 1.653 -2.453 2.148
H 3.801 -3.050 2.469
H 2.924 -4.140 1.412
H 5.348 -3.268 0.007
H 5.493 -0.323 -3.077
N -0.452 0.898 2.647
P -1.452 1.183 1.281
C -2.789 -0.007 1.682
C -2.952 -1.167 0.934
C -3.922 -2.094 1.299
C -4.733 -1.871 2.400
C -4.571 -0.713 3.153
C -3.604 0.211 2.796
C -2.277 2.750 1.738
C -3.458 3.106 1.086
C -4.089 4.302 1.380
C -3.541 5.164 2.326
C -2.362 4.821 2.966
C -1.728 3.618 2.671
P 1.086 0.060 2.435
C 1.729 0.165 4.136
C 1.417 1.237 4.969
C 1.932 1.302 6.257
C 2.778 0.305 6.719
C 3.111 -0.754 5.883
C 2.593 -0.823 4.600
C 0.551 -1.640 2.349
C 0.909 -2.495 0.978
C 0.438 -3.877 0.881
C -0.244 -4.343 1.955
C -0.555 -3.600 3.168
C -0.197 -2.281 3.347
H -0.999 0.494 3.404
H -2.286 -1.365 0.106
H -4.026 -3.006 0.725
H -5.483 -2.600 2.682
H -5.195 -0.532 4.020
H -3.485 1.110 3.391
H -3.884 2.440 0.343
H -5.006 4.567 0.870
H -4.033 6.100 2.555
H -1.926 5.491 3.697
H -0.797 3.354 3.156
H 0.771 2.026 4.606
H 1.674 2.137 6.897
H 3.181 0.353 7.723
H 3.775 -1.535 6.233
H 2.850 -1.655 3.955
H 1.502 -2.068 0.239
H 0.643 -4.453 -0.009
H -0.607 -5.369 1.937
H -1.128 -4.111 3.931
H -0.507 -1.751 4.243
C -0.729 4.555 -0.864
C 0.111 3.324 -1.042
N -0.303 2.265 -1.641
O -1.649 2.408 -2.035
C 1.515 3.381 -0.559
C 2.335 4.527 -1.060
N 1.920 2.465 0.278
O 3.107 2.516 0.748
H -1.737 4.287 -0.555
H -0.808 5.107 -1.804
H -0.274 5.197 -0.113
H -1.959 1.514 -2.205
H 1.872 4.975 -1.940
H 3.325 4.156 -1.330
H 2.470 5.309 -0.305
O 0.000 -1.457 -0.024
O -1.381 -0.728 -1.851
S -0.528 -0.390 -3.022
C -1.652 0.235 -4.288
C -1.173 1.074 -5.281
C -2.056 1.544 -6.242
C -3.395 1.181 -6.192
C -3.860 0.350 -5.181
C -2.985 -0.129 -4.216
C -0.212 -1.956 -3.839
C 0.685 -2.013 -4.895
C 0.930 -3.237 -5.497
C 0.293 -4.380 -5.031
C -0.585 -4.305 -3.959
C -0.840 -3.085 -3.348
H -0.129 1.364 -5.295
H -1.699 2.202 -7.023
H -4.082 1.555 -6.940
H -4.906 0.075 -5.140
H -3.323 -0.771 -3.411
H 1.190 -1.119 -5.240
H 1.627 -3.299 -6.323
H 0.493 -5.336 -5.499
H -1.065 -5.200 -3.585
H -1.498 -2.999 -2.492
```

energy relative to the best compared isomer or geometry (same formula, charge and spin)	7.366	eV
charge	-1
total energy	-3773.546865	hartree

Results of the Löwdin charge analysis, in e, for atoms 1 through 99: 1.254, -0.083, -0.257, 0.074, -0.113, -0.088, 0.163, -0.506, 0.112, 0.065, -0.526, 0.035, -0.124, 0.130, 0.035, 0.048, 0.163, 0.045, -0.383, 0.984, -0.333, -0.073, -0.073, -0.095, -0.093, -0.103, -0.375, -0.117, -0.090, -0.097, -0.085, -0.088, 0.973, -0.338, -0.095, -0.097, -0.103, -0.083, -0.078, -0.413, -0.329, -0.091, -0.115, -0.127, -0.140, 0.048, 0.065, 0.102, 0.096, 0.096, 0.104, 0.112, 0.100, 0.096, 0.100, 0.087, 0.082, 0.096, 0.094, 0.100, 0.085, 0.002, 0.103, 0.087, 0.068, 0.105, -0.007, -0.314, -0.063, -0.066, -0.354, -0.036, -0.266, -0.179, 0.060, 0.095, 0.090, 0.036, 0.074, 0.082, 0.079, -0.524, -0.541, 0.979, -0.368, -0.069, -0.073, -0.083, -0.070, -0.064, -0.345, -0.070, -0.077, -0.086, -0.069, -0.054, 0.120, 0.105, 0.100



# 2
Computed, not measured: a structure of composition C46H44As2CrN6O2S2 in a non-equilibrium geometry, with wB97M-V/def2-TZVPD.

The geometry in XYZ format:
```
103
Properties=species:S:1:pos:R:3
Cr 0.867 0.881 -0.347
C 4.121 1.555 -3.161
C 3.200 0.826 -2.225
N 2.033 1.358 -1.904
N 1.751 2.525 -2.538
C 0.639 3.123 -2.280
S -0.575 2.567 -1.196
S 0.339 4.661 -3.043
C 1.141 4.383 -4.677
C 0.222 3.512 -5.469
C -0.912 4.064 -6.055
C -1.821 3.260 -6.713
C -1.613 1.893 -6.788
C -0.489 1.336 -6.202
C 0.425 2.138 -5.544
C 3.630 -0.455 -1.735
C 4.766 -1.079 -2.288
C 5.157 -2.342 -1.918
C 4.425 -3.049 -0.964
C 3.350 -2.455 -0.353
C 2.940 -1.148 -0.691
O 1.988 -0.596 -0.017
H 3.711 2.531 -3.407
H 4.264 0.989 -4.080
H 5.092 1.688 -2.685
H 2.105 3.915 -4.498
H 1.272 5.377 -5.099
H -1.077 5.129 -5.978
H -2.698 3.701 -7.162
H -2.323 1.268 -7.308
H -0.322 0.269 -6.259
H 1.304 1.699 -5.089
H 5.354 -0.569 -3.034
H 6.029 -2.793 -2.366
H 4.695 -4.062 -0.712
H 2.782 -2.969 0.407
C -9.542 -6.215 4.547
O -9.316 -5.999 3.170
C -8.207 -5.335 2.791
C -8.022 -5.171 1.412
C -6.937 -4.486 0.919
C -5.992 -3.938 1.792
C -6.174 -4.115 3.166
C -7.257 -4.803 3.665
C -4.844 -3.176 1.369
N -4.024 -2.601 2.225
C -3.093 -1.964 1.486
C -3.331 -2.165 0.117
N -4.456 -2.942 0.071
C -2.481 -1.637 -0.883
C -2.603 -1.839 -2.267
C -1.675 -1.258 -3.104
C -0.625 -0.520 -2.570
N -0.474 -0.323 -1.269
C -1.387 -0.851 -0.426
C -1.203 -0.558 0.960
N -0.206 0.303 1.279
C 0.034 0.513 2.567
C -0.676 -0.098 3.599
C -1.730 -0.932 3.294
C -2.020 -1.156 1.945
H -10.463 -6.791 4.609
H -9.665 -5.268 5.083
H -8.729 -6.792 4.999
H -8.755 -5.593 0.743
H -6.833 -4.371 -0.150
H -5.443 -3.694 3.837
H -7.358 -4.916 4.732
H -4.933 -3.255 -0.758
H -3.405 -2.439 -2.668
H -1.737 -1.390 -4.171
H 0.117 -0.071 -3.219
H 0.835 1.205 2.811
H -0.401 0.091 4.626
H -2.327 -1.420 4.047
C 6.381 0.621 1.993
As 4.440 0.601 1.566
C 4.027 -1.038 2.588
C 3.838 1.861 2.953
C 4.402 1.887 4.223
C 3.934 2.748 5.200
C 2.835 3.545 4.935
C 2.234 3.499 3.689
C 2.758 2.703 2.673
As 1.998 2.765 0.862
C 0.784 4.279 1.091
C 3.476 3.736 0.006
H 6.588 0.367 3.032
H 6.795 1.607 1.783
H 6.892 -0.105 1.358
H 4.232 -0.898 3.647
H 4.639 -1.856 2.206
H 2.977 -1.301 2.462
H 5.235 1.237 4.456
H 4.425 2.793 6.161
H 2.446 4.210 5.690
H 1.347 4.092 3.508
H 1.290 5.115 1.581
H -0.091 3.979 1.675
H 0.419 4.620 0.122
H 3.767 4.581 0.639
H 3.160 4.116 -0.968
H 4.336 3.074 -0.129
```

energy relative to the best compared isomer or geometry (same formula, charge and spin)	0.000	eV
<S²>	0.762
multiplicity	2
charge	+1
total energy	-8570.601728	hartree

Results of the Löwdin charge analysis, in e, for atoms 1 through 99: 0.385, -0.013, -0.223, -0.091, -0.095, -1.088, 0.689, 0.933, -0.372, -0.313, -0.050, -0.072, -0.086, -0.090, -0.057, -0.126, -0.029, -0.077, -0.065, -0.025, -0.391, -0.209, 0.061, 0.095, 0.098, 0.064, 0.085, 0.117, 0.107, 0.102, 0.099, 0.102, 0.104, 0.106, 0.110, 0.119, -0.072, -0.066, -0.269, 0.009, -0.021, -0.163, -0.011, -0.001, -0.245, 0.187, -0.167, -0.117, 0.195, -0.051, 0.034, -0.010, -0.084, -0.027, -0.119, -0.116, 0.008, -0.082, -0.005, 0.043, -0.056, 0.097, 0.099, 0.099, 0.123, 0.106, 0.111, 0.107, 0.158, 0.121, 0.114, 0.118, 0.084, 0.118, 0.127, -0.299, 1.213, -0.279, -0.414, -0.106, -0.067, -0.070, -0.113, -0.419, 1.155, -0.302, -0.244, 0.015, 0.022, 0.020, 0.024, 0.027, 0.014, 0.092, 0.110, 0.109, 0.087, 0.043, 0.040